Entry 1:
Molecular formula: C30H56I2N2O16S
Method: DFT, ωB97M-V with the def2-TZVPD basis set

Its total charge is 0. The calculation puts the HOMO-LUMO gap at 8.63 eV. The value obtained for the largest force on an atom is 0.9 eV/A. The value obtained for the HOMO energy is -8.52 eV. The LUMO energy comes out at 0.11 eV.

Each line ends with the Löwdin charge.
Atoms and positions in Å:
C: -0.9548 -0.2297 -2.5115  -0.09
C: -1.4737 0.0690 -1.1064  -0.26
C: -1.8493 1.5528 -0.9354  -0.13
C: -1.8629 2.1249 0.5031  -0.42
C: -2.6314 1.1018 1.3626  -0.67
I: -1.4828 -0.2424 2.4759  1.02
C: -3.9615 0.9405 1.2889  -0.79
C: -4.9238 1.7699 0.4669  -0.16
I: -5.0104 -0.5939 2.2602  0.98
N: -2.4880 3.4712 0.4562  0.14
C: -1.5197 4.3883 0.0543  -0.43
O: -1.7643 5.5009 -0.3317  0.11
C: -0.1337 3.8044 0.2123  -0.25
N: 0.5393 3.6674 -1.0731  -0.01
C: 1.9356 3.2472 -0.9303  -0.25
C: 2.1727 1.7288 -0.9721  -0.06
C: -0.4343 2.5332 1.0136  -0.27
C: -0.4427 2.9393 2.5178  -0.50
S: 0.9554 2.3421 3.4826  0.84
C: 2.2189 3.5752 3.0904  -0.54
C: 3.6146 2.9430 3.1470  -0.16
H: -0.1579 0.4677 -2.7882  0.07
H: -0.5572 -1.2424 -2.5907  0.05
H: -1.7548 -0.0999 -3.2456  0.08
H: -2.3687 -0.5364 -0.9419  0.11
H: -0.7239 -0.2024 -0.3589  0.06
H: -1.1673 2.1551 -1.5411  0.11
H: -2.8525 1.7066 -1.3511  0.12
H: -5.9392 1.6547 0.8431  0.04
H: -4.9368 1.4152 -0.5672  0.09
H: -4.6889 2.8302 0.5136  0.06
H: -3.2469 3.5692 -0.2114  0.12
H: 0.3977 4.5501 0.8226  0.14
H: 0.4935 4.5476 -1.5677  0.12
H: 2.4798 3.6913 -1.7693  0.11
H: 2.3768 3.6834 -0.0248  0.09
H: 2.6929 1.4372 -1.8858  0.07
H: 2.7725 1.3906 -0.1248  0.07
H: 1.2284 1.1860 -0.9411  0.05
H: 0.2717 1.7150 0.8982  0.10
H: -1.3351 2.5652 3.0211  0.04
H: -0.4906 4.0264 2.6214  0.09
H: 2.1525 4.3925 3.8143  0.07
H: 2.0355 4.0073 2.1075  0.04
H: 3.9523 2.8595 4.1832  0.07
H: 3.5895 1.9249 2.7487  0.06
H: 4.3373 3.5253 2.5747  0.06
C: 9.6841 2.7844 -0.2728  -0.03
O: 8.9046 3.8800 -0.7625  0.01
C: 7.6591 3.9104 -0.3044  -0.63
O: 7.1604 3.1102 0.4443  0.12
O: 7.0455 4.9772 -0.8165  0.01
C: 5.6847 5.1095 -0.4041  -0.04
H: 10.6566 2.8784 -0.7449  0.10
H: 9.7869 2.8398 0.8091  0.10
H: 9.2304 1.8378 -0.5556  0.08
H: 5.6181 5.2102 0.6778  0.09
H: 5.1020 4.2496 -0.7307  0.09
H: 5.3109 6.0108 -0.8804  0.10
C: -8.3162 -2.2147 2.6287  -0.06
O: -9.4572 -2.0355 1.7836  0.01
C: -10.5097 -2.7716 2.1276  -0.63
O: -10.5563 -3.5513 3.0430  0.12
O: -11.5029 -2.5049 1.2824  0.01
C: -12.7058 -3.2363 1.5386  -0.04
H: -7.5365 -1.5797 2.2183  -0.03
H: -8.5451 -1.9206 3.6514  0.11
H: -7.9915 -3.2507 2.6152  0.08
H: -13.0906 -3.0055 2.5296  0.10
H: -12.5280 -4.3065 1.4571  0.10
H: -13.4100 -2.9141 0.7782  0.09
C: 11.5646 0.5605 -5.5818  -0.04
O: 10.7350 0.8986 -4.4652  0.00
C: 9.9726 -0.1005 -4.0282  -0.63
O: 9.9365 -1.2124 -4.4828  0.13
O: 9.2549 0.3430 -2.9971  -0.01
C: 8.3835 -0.6362 -2.4208  -0.03
H: 12.1170 1.4643 -5.8181  0.09
H: 12.2501 -0.2425 -5.3195  0.10
H: 10.9567 0.2579 -6.4317  0.10
H: 8.9544 -1.4804 -2.0401  0.10
H: 7.6610 -0.9845 -3.1557  0.10
H: 7.8730 -0.1307 -1.6062  0.09
C: -2.3010 -4.4901 3.1371  -0.03
O: -3.6156 -4.3443 3.6787  0.00
C: -4.4948 -5.2040 3.1699  -0.63
O: -4.2573 -6.0348 2.3325  0.12
O: -5.6669 -5.0243 3.7738  0.00
C: -6.6907 -5.9344 3.3496  -0.04
H: -1.6885 -3.7315 3.6145  0.08
H: -1.9019 -5.4775 3.3607  0.10
H: -2.3161 -4.3269 2.0629  0.07
H: -6.3995 -6.9607 3.5623  0.10
H: -6.8821 -5.8243 2.2837  0.10
H: -7.5754 -5.6688 3.9201  0.09
C: 0.7548 -3.7559 -4.0646  -0.03
O: 0.0650 -3.5233 -2.8327  -0.02
C: -0.8782 -4.4251 -2.5565  -0.63
O: -1.1691 -5.3680 -3.2425  0.13
O: -1.4410 -4.0958 -1.3981  0.00
C: -2.4911 -4.9730 -0.9735  -0.02
H: 1.4795 -2.9521 -4.1493  0.09
H: 1.2615 -4.7184 -4.0443  0.10
H: 0.0620 -3.7274 -4.9030  0.10
H: -2.1198 -5.9845 -0.8253  0.10
H: -3.3015 -4.9817 -1.6993  0.10
H: -2.8489 -4.5710 -0.0323  0.07


Entry 2:
Molecular formula: C35H64BKN4O2P2Se2
Method: DFT, ωB97M-V with the def2-TZVPD basis set

Its total charge is -2. The calculation puts the HOMO-LUMO gap at 4.36 eV. The value obtained for the largest force on an atom is 0.5 eV/A. The value obtained for the HOMO energy is -0.63 eV. The LUMO energy comes out at 3.73 eV.

Each line ends with the Löwdin charge.
Atoms and positions in Å:
K: -0.6509 -0.0426 -0.0686  0.19
C: 2.5104 1.9999 -2.3699  -0.10
C: 1.7426 1.3642 -3.5418  -0.70
C: 2.6299 1.4248 -4.7847  -0.11
C: 0.4805 2.2076 -3.7636  -0.11
P: 1.2014 -0.3510 -2.9711  1.13
C: 2.8455 -1.1242 -2.5183  -0.32
N: 3.1908 -0.9012 -1.1366  -0.08
B: 2.2538 -0.5617 -0.0376  -0.42
N: 3.2344 -0.3658 1.0591  -0.06
C: 2.9276 0.1009 2.3928  -0.32
P: 1.1364 -0.1744 2.8358  1.13
C: 0.9756 1.1291 4.2001  -0.71
C: 0.7896 2.4432 3.4195  -0.13
C: 2.1381 1.3210 5.1785  -0.10
C: -0.3161 0.8757 4.9808  -0.11
C: 1.2481 -1.8770 3.6637  -0.69
C: -0.1831 -2.4086 3.7999  -0.10
C: 1.9502 -1.9601 5.0200  -0.11
C: 1.9981 -2.8035 2.7011  -0.12
C: 4.5277 -0.6104 0.6625  -0.19
C: 5.7323 -0.5672 1.3458  -0.04
C: 6.9097 -0.9026 0.6639  -0.15
C: 6.8800 -1.2605 -0.6736  -0.15
C: 5.6697 -1.2914 -1.3802  -0.04
C: 4.5003 -0.9615 -0.7159  -0.20
C: 0.8195 -1.3947 -4.5127  -0.70
C: 0.2172 -2.6778 -3.9202  -0.13
C: 1.9767 -1.7820 -5.4385  -0.10
C: -0.2776 -0.7206 -5.3398  -0.11
H: 2.7030 3.0502 -2.6144  0.09
H: 3.4679 1.5074 -2.1886  0.08
H: 1.9201 1.9776 -1.4527  0.05
H: 2.9779 2.4551 -4.9186  0.08
H: 2.0944 1.1425 -5.6918  0.06
H: 3.5154 0.7907 -4.6933  0.07
H: 0.7768 3.2164 -4.0712  0.08
H: -0.0832 2.3178 -2.8347  0.03
H: -0.1708 1.7992 -4.5377  0.05
H: 3.6285 -0.7181 -3.1721  0.08
H: 2.7887 -2.1967 -2.7449  0.06
H: 3.1177 1.1779 2.4685  0.08
H: 3.5796 -0.3789 3.1345  0.07
H: 1.6769 2.7008 2.8366  0.07
H: 0.6065 3.2601 4.1262  0.08
H: -0.0392 2.4004 2.7110  0.02
H: 3.0817 1.4988 4.6599  0.07
H: 2.2734 0.4750 5.8499  0.05
H: 1.9394 2.2041 5.7973  0.08
H: -1.1588 0.7069 4.3063  0.08
H: -0.5493 1.7552 5.5905  0.08
H: -0.2347 0.0196 5.6530  0.06
H: -0.7807 -1.8111 4.4890  0.06
H: -0.1610 -3.4367 4.1840  0.08
H: -0.6953 -2.4134 2.8358  0.07
H: 1.3926 -1.4524 5.8067  0.06
H: 2.9581 -1.5418 4.9841  0.07
H: 2.0416 -3.0141 5.3113  0.08
H: 1.5756 -2.7506 1.6958  0.05
H: 1.9214 -3.8265 3.0896  0.07
H: 3.0581 -2.5520 2.6277  0.08
H: 5.7639 -0.2747 2.3887  0.09
H: 7.8558 -0.8769 1.1926  0.08
H: 7.8022 -1.5153 -1.1833  0.08
H: 5.6493 -1.5686 -2.4279  0.09
H: 0.9403 -3.1797 -3.2760  0.03
H: -0.0684 -3.3703 -4.7214  0.08
H: -0.6634 -2.4577 -3.3147  0.08
H: 2.7996 -2.2561 -4.9012  0.07
H: 2.3767 -0.9232 -5.9734  0.05
H: 1.6192 -2.5008 -6.1867  0.08
H: -1.1129 -0.4065 -4.7105  0.09
H: -0.6617 -1.4312 -6.0809  0.08
H: 0.0900 0.1534 -5.8764  0.06
O: -3.2309 5.2680 0.7008  -0.13
C: -3.5250 4.0294 1.3310  -0.28
C: -3.6715 2.8442 0.3607  -0.60
C: -5.0593 2.9917 -0.2883  -0.26
O: -5.2951 2.1874 -1.4269  -0.14
C: -3.5785 1.5809 1.2277  -0.63
Se: -4.0120 -0.1640 0.3955  0.30
C: -2.5957 2.9006 -0.7313  -0.58
Se: -0.7540 3.2860 -0.1072  0.41
H: -2.3246 5.1457 0.3640  -0.02
H: -4.4654 4.1703 1.8759  0.12
H: -2.7411 3.7874 2.0556  0.09
H: -5.1749 4.0304 -0.6132  0.12
H: -5.8186 2.7946 0.4865  0.11
H: -5.0522 1.2773 -1.1565  -0.05
H: -4.2639 1.7106 2.0721  0.04
H: -2.5670 1.5402 1.6436  0.01
H: -2.8721 3.6819 -1.4408  0.05
H: -2.6243 1.9604 -1.2847  0.03
N: -0.5757 -2.9392 0.0017  0.19
C: -0.1038 -3.9763 -0.1776  -0.27
N: 0.3714 -5.2269 -0.3297  -0.10
C: 1.1878 -5.7129 0.7962  -0.14
C: 2.6965 -5.4743 0.5817  -0.16
C: 2.9352 -4.5314 -0.5950  -0.19
C: 2.3671 -5.1755 -1.8576  -0.16
C: 0.8957 -5.5950 -1.6476  -0.14
H: 0.9717 -6.7777 0.9168  0.11
H: 0.8335 -5.1995 1.6878  0.10
H: 3.1955 -6.4264 0.3723  0.10
H: 3.1381 -5.0769 1.4954  0.09
H: 4.0018 -4.3361 -0.7179  0.12
H: 2.4731 -3.5556 -0.4144  0.10
H: 2.9617 -6.0612 -2.1021  0.10
H: 2.4529 -4.4991 -2.7089  0.08
H: 0.7889 -6.6801 -1.7233  0.11
H: 0.2397 -5.1533 -2.3943  0.11


Entry 3:
Molecular formula: C20H32N4O5
Method: DFT, ωB97M-V with the def2-TZVPD basis set

Its total charge is 0. The calculation puts the HOMO-LUMO gap at 7.69 eV. The value obtained for the largest force on an atom is 19.6 eV/A. The value obtained for the energy relative to the best compared isomer or geometry (same formula, charge and spin) is 2120.8 kJ/mol. The value obtained for the HOMO energy is -8.33 eV. The LUMO energy comes out at -0.65 eV.

Each line ends with the natural charge from an NBO analysis.
Atoms and positions in Å:
C: -1.3429 -4.5374 -1.7901  -0.67
C: -1.0278 -3.5095 -0.8420  0.28
C: -0.0345 -3.2260 0.0565  -0.33
C: -0.5250 -2.1598 0.7323  0.26
N: -1.6800 -1.8382 0.1119  -0.16
O: -2.1392 -2.5974 -0.6780  -0.20
N: -0.0289 -1.5957 1.9478  -0.59
C: 1.1995 -1.8656 2.2524  0.66
O: 1.7434 -2.8807 1.9773  -0.59
C: 1.7919 -0.9580 3.3980  -0.48
H: 0.8820 -0.2545 3.9903  0.25
C: 2.4466 0.2755 2.5791  -0.57
C: 1.6386 0.9985 1.9050  0.59
O: 0.5360 1.4985 2.5450  -0.71
N: 2.0460 1.8340 0.8070  -0.40
C: 3.1258 1.3993 0.2648  -0.19
H: 4.1071 1.1717 0.8412  0.20
C: 2.8979 0.0655 -0.5424  -0.34
H: 2.2949 -0.3557 -0.1409  0.12
H: 3.8242 -0.4241 -0.5357  0.19
C: 2.3913 0.3175 -2.1523  -0.20
C: 1.6198 -0.8503 -2.3925  -0.49
H: 0.8589 -1.0456 -1.8794  0.18
H: 2.3489 -1.7489 -2.3234  0.19
H: 1.4077 -0.6545 -3.8193  0.13
C: 3.6794 0.6966 -3.0022  -0.59
H: 3.2362 0.6867 -3.9969  0.21
H: 4.3437 0.0125 -3.0754  0.19
H: 4.0431 1.5244 -2.5360  0.21
H: 1.7492 1.1017 -2.0109  0.21
H: 3.4185 2.3389 -0.6246  0.19
C: 1.2340 2.9524 0.3410  -0.26
H: 1.9593 3.7370 0.0041  0.25
H: 0.7733 3.3134 1.3175  0.24
C: 0.1306 2.5179 -0.5263  0.58
O: 0.2662 3.0826 -1.6714  -0.72
N: -0.7928 1.8815 -0.1413  -0.56
H: -0.8270 1.7614 1.3029  0.43
C: -2.0144 1.4803 -0.6625  -0.30
C: -3.3734 2.1413 0.0797  0.11
C: -4.4602 1.3682 -0.5000  -0.41
H: -5.2898 2.3033 -0.8611  0.19
H: -4.3744 0.6902 -1.4111  0.24
C: -5.3032 0.5995 0.5256  -0.40
H: -6.1092 1.4579 0.8691  0.21
H: -5.5723 -0.2543 0.1858  0.20
C: -4.0274 0.4071 1.5315  -0.13
H: -3.4110 -0.5346 1.2680  0.24
O: -3.2661 1.7551 1.2543  -0.52
H: -4.5637 0.5273 2.5785  0.22
H: -3.1884 3.1560 -0.1031  0.20
H: -1.8897 1.8211 -1.7639  0.21
H: -1.8569 0.4046 -0.7428  0.22
H: 3.3059 -0.3692 2.0792  0.27
H: 3.2522 0.6767 3.5300  0.31
H: 2.4532 -1.3631 4.2918  0.26
H: -0.3867 -0.6599 2.0152  0.43
H: 0.5921 -3.9039 0.3289  0.25
H: -1.3045 -3.9956 -2.8458  0.24
H: -2.2356 -4.9924 -1.4727  0.24
H: -0.5726 -5.3808 -1.8680  0.24


Entry 4:
Molecular formula: C22H23Cl2N5RuS2
Method: DFT, ωB97M-V with the def2-TZVPD basis set

Its total charge is +2. The calculation puts the HOMO-LUMO gap (alpha / beta) at 7.72 / 5.02 eV. The value obtained for the largest force on an atom is 0.3 eV/A. The value obtained for the energy relative to the best compared isomer or geometry (same formula, charge and spin) is 7.9 kJ/mol. The value obtained for the HOMO energy (alpha / beta) is -14.12 / -14.19 eV. As for the spin multiplicity: 5. The LUMO energy (alpha / beta) comes out at -6.40 / -9.17 eV.

Each line ends with the natural charge from an NBO analysis.
Atoms and positions in Å:
Ru: -0.3417 0.3900 -0.1182  0.76
C: -1.3422 -0.1364 -3.3156  -0.66
C: -2.3731 -0.5198 -2.3014  0.31
C: -3.5554 -1.1447 -2.7418  -0.25
C: -4.5404 -1.4692 -1.8547  -0.07
C: -4.3914 -1.1132 -0.4966  -0.03
C: -5.3980 -1.3279 0.4747  -0.14
C: -5.2343 -0.8891 1.7630  -0.19
C: -4.0662 -0.2040 2.1270  -0.13
C: -3.0628 -0.0040 1.2007  -0.25
S: -1.6409 0.9164 1.5776  0.29
C: -3.1994 -0.4754 -0.1220  0.15
N: -2.1719 -0.2436 -1.0124  -0.50
H: -1.8178 0.0274 -4.2802  0.26
H: -0.6072 -0.9302 -3.4482  0.24
H: -0.8225 0.7806 -3.0331  0.22
H: -3.6619 -1.3569 -3.7961  0.25
H: -5.4474 -1.9598 -2.1856  0.25
H: -6.3082 -1.8312 0.1746  0.24
H: -6.0107 -1.0473 2.4980  0.25
H: -3.9505 0.1796 3.1328  0.25
Cl: 1.4207 -0.7507 -1.5972  0.07
C: 1.4944 -2.4564 -1.1765  0.10
C: 2.2625 -3.2373 -1.9869  -0.25
C: 2.3906 -4.6034 -1.6816  -0.07
C: 1.7578 -5.1483 -0.5823  -0.23
C: 0.9808 -4.3452 0.2372  0.03
Cl: 0.2150 -5.0493 1.5831  0.15
C: 0.8100 -2.9464 -0.0323  -0.34
S: -0.1586 -2.0071 0.9831  0.21
H: 2.7704 -2.8188 -2.8446  0.26
H: 2.9988 -5.2297 -2.3201  0.26
H: 1.8592 -6.1982 -0.3466  0.27
C: 0.6892 2.9099 1.4710  -0.07
N: 1.1714 1.7205 0.6408  -0.50
C: 2.0031 2.3215 -0.4822  -0.08
N: 3.0814 3.1282 0.0107  -0.44
C: 2.5409 4.2326 0.8076  -0.08
N: 1.7773 3.7124 1.9417  -0.44
C: 2.6565 2.8915 2.7773  -0.08
N: 3.2018 1.7692 2.0052  -0.44
C: 2.1279 0.9433 1.5337  -0.08
C: 3.9469 2.3054 0.8609  -0.08
H: 0.1431 2.5209 2.3283  0.22
H: 0.0184 3.4963 0.8416  0.22
H: 1.3312 2.9220 -1.0998  0.21
H: 2.4187 1.5072 -1.0731  0.20
H: 1.8940 4.8503 0.1832  0.21
H: 3.3608 4.8476 1.1741  0.23
H: 2.0957 2.5079 3.6307  0.21
H: 3.4776 3.5030 3.1470  0.23
H: 1.5489 0.5532 2.3737  0.22
H: 2.5298 0.1122 0.9497  0.20
H: 4.3555 1.4807 0.2741  0.21
H: 4.7722 2.9138 1.2261  0.23


Entry 5:
Molecular formula: C4H9ILaO2
Method: DFT, ωB97M-V with the def2-TZVPD basis set

Its total charge is +3. The calculation puts the HOMO-LUMO gap at 7.35 eV. The value obtained for the largest force on an atom is 10.6 eV/A. The value obtained for the HOMO energy is -22.07 eV. The LUMO energy comes out at -14.72 eV.

Each line ends with the Löwdin charge.
Atoms and positions in Å:
C: -1.7339 1.3226 0.3547  -0.02
O: -1.6618 -0.1206 0.5559  -0.23
C: -0.7768 -0.7169 -0.4299  -0.21
C: 0.6732 -1.1263 0.1578  -0.70
I: 0.7451 -3.3623 0.0666  1.34
O: 1.7547 -0.6702 -0.5511  -0.15
C: 1.8470 0.7854 -0.5826  0.02
H: -2.3068 1.5984 -0.5725  0.14
H: -0.7259 1.7979 0.2485  0.10
H: -2.2414 1.7905 1.2272  0.13
H: -1.3043 -1.6426 -0.7975  0.13
H: -0.6742 -0.0523 -1.3266  0.17
H: 0.7143 -0.8678 1.2991  -0.01
H: 2.1101 1.2346 0.4148  0.14
H: 2.7068 1.0216 -1.2642  0.15
H: 0.9567 1.2986 -1.0124  0.10
La: -0.0829 -2.2907 2.2122  1.91


Entry 6:
Molecular formula: C5H7NO
Method: DFT, ωB97M-V with the def2-TZVPD basis set

Its total charge is 0. The calculation puts the HOMO-LUMO gap at 9.59 eV. The value obtained for the largest force on an atom is 2.2 eV/A. The value obtained for the energy relative to the best compared isomer or geometry (same formula, charge and spin) is 433.3 kJ/mol. The value obtained for the HOMO energy is -8.97 eV. The LUMO energy comes out at 0.62 eV.

Each line ends with the natural charge from an NBO analysis.
Atoms and positions in Å:
C: -1.6617 -1.0368 -0.0485  -0.71
C: -0.2467 -0.6437 0.2266  0.58
C: 0.4155 0.6005 -0.2965  -0.23
N: -0.3946 1.7573 -0.5124  -0.81
C: 1.8172 0.6288 0.1568  -0.21
C: 2.2538 -0.4534 0.6031  -0.10
O: 0.4798 -1.3820 0.8780  -0.49
H: -2.2777 -0.6235 0.7497  0.25
H: -2.0671 -0.6479 -0.9769  0.24
H: -1.8716 -2.1092 -0.0611  0.24
H: 0.2411 2.4700 -0.8637  0.37
H: -0.7128 2.0940 0.3893  0.35
H: 0.9182 0.3039 -1.2266  0.28
H: 3.1066 -0.9581 0.9823  0.22